13
Properties=species:S:1:pos:R:3:forces:R:3:mulliken_charge:R:1 method="wB97M-V/def2-TZVPD" fmax_ha_per_bohr=0.076 homo_lumo_gap_ev="8.85 / 9.23" e_homo_ev="-8.249 / -8.660" total_energy_ha=-265.52856 e_above_lowest_kj_mol=668.4
C -1.436508 2.194940 1.817794 2.0507 1.6696 -1.1254 -0.29
C 0.058987 -0.908126 -0.821978 -0.3721 2.2247 -0.4017 -0.82
N 2.454901 -1.086439 -0.640752 -0.2702 3.3802 1.9690 -0.16
N -1.864081 1.061343 2.040381 -1.3406 -1.8294 1.1514 -0.42
O 3.039621 -0.227182 -1.393351 -0.2382 -0.8936 0.3589 -0.41
H -0.161066 -1.547140 -1.673066 0.0673 -0.3128 0.3999 0.31
H -2.115887 2.989545 1.592325 -0.1373 1.0520 0.1594 0.22
H -0.351201 2.369355 1.705868 -0.4630 0.0293 0.0250 0.25
H -0.302478 -1.164438 0.205344 0.3158 0.3400 -1.1760 0.34
H 0.051232 0.215002 -1.186971 0.1574 -2.3565 1.2541 0.19
H 2.324415 -0.773923 0.392685 0.2815 -1.2481 -2.2897 0.29
H -2.871529 1.214436 2.151871 -0.0853 -0.9447 -0.2239 0.25
H 2.430546 -2.037568 -0.911460 0.0341 -1.1108 -0.1009 0.26